This record from the OMol25 dataset describes a cluster of 2 separate species, C12H13F17NOP in total. The level of theory is ωB97M-V/def2-TZVPD.

Output
2S+1: 1
SMILES: CCCNPC(F)(F)C(F)(F)C(F)(F)C(F)(F)C(F)(F)C(F)(F)C(F)(F)C(F)(F)F.CO
gap between HOMO and LUMO: 9.421 eV
E: -2633.98373 a.u.
charge: 0

Geometry (Å):
1 C 2.424 1.268 1.888
2 C 3.215 1.424 0.513
3 C 3.845 0.040 -0.043
4 N 3.357 -1.171 0.684
5 P 2.876 -2.480 -0.378
6 C 1.037 -2.095 -0.761
7 F 0.885 -0.691 -0.720
8 F 0.726 -2.493 -2.102
9 C 0.036 -2.921 0.183
10 F -1.006 -3.403 -0.625
11 F 0.766 -4.098 0.536
12 C -0.380 -2.268 1.549
13 F 0.786 -1.749 2.166
14 F -0.803 -3.311 2.413
15 C -1.475 -1.136 1.593
16 F -1.744 -0.956 2.983
17 F -1.021 0.149 1.200
18 C -2.898 -1.456 0.942
19 F -3.858 -0.850 1.798
20 F -3.242 -2.829 1.013
21 C -3.100 -0.973 -0.561
22 F -3.796 -2.024 -1.219
23 F -1.924 -0.794 -1.296
24 C -3.992 0.328 -0.781
25 F -5.338 0.163 -0.387
26 F -4.077 0.475 -2.195
27 C -3.375 1.702 -0.268
28 F -4.226 2.718 -0.767
29 F -3.352 1.868 1.107
30 F -2.110 1.997 -0.754
31 H 1.476 0.647 1.818
32 H 2.093 2.318 2.222
33 H 3.092 0.889 2.742
34 H 4.044 2.195 0.695
35 H 2.494 1.880 -0.252
36 H 3.553 0.001 -1.149
37 H 4.982 0.146 0.031
38 H 4.025 -1.513 1.381
39 H 3.563 -2.373 -1.631
40 C 0.296 3.917 -2.274
41 O 1.140 2.832 -1.911
42 H 0.710 4.836 -1.859
43 H 0.250 4.001 -3.363
44 H -0.706 3.757 -1.870
45 H 0.754 2.032 -2.289



This record from the OMol25 dataset describes a cluster of 2 separate species, C3H11N3O in total. The level of theory is ωB97M-V/def2-TZVPD.

Output
2S+1: 1
SMILES: CN(N)C=O.CN
relative energy (zero: lowest compared OMol25 entry of this formula, charge and spin): 181.71 kJ/mol
gap between HOMO and LUMO: 9.809 eV
E: -360.36819 a.u.
charge: 0

Geometry (Å):
1 C -0.210 -2.131 1.007
2 N 0.138 -1.381 -0.182
3 N 1.473 -1.443 -0.645
4 C -0.821 -0.795 -0.996
5 O -0.586 -0.209 -2.046
6 H 0.679 -2.320 1.615
7 H -0.670 -3.076 0.705
8 H -0.937 -1.557 1.590
9 H 1.433 -1.399 -1.672
10 H 1.925 -0.563 -0.385
11 H -1.840 -0.885 -0.582
12 C -0.453 2.176 0.660
13 N 0.320 2.698 -0.450
14 H -1.485 1.994 0.346
15 H -0.465 2.888 1.489
16 H -0.026 1.236 1.018
17 H 1.311 2.690 -0.214
18 H 0.214 2.078 -1.258



This record from the OMol25 dataset describes a cluster of 3 separate species, C16H34BN3O4 in total. The level of theory is ωB97M-V/def2-TZVPD.

Output
2S+1: 1
SMILES: [H]/N=C(/C)CB(CCCCNC(C)=O)OC#N.CC(C)O.CC(C)O
gap between HOMO and LUMO: 10.157 eV
E: -1120.12450 a.u.
charge: 0

Geometry (Å):
1 H 0.632 4.691 -0.106
2 N 0.966 3.804 0.271
3 C 1.234 2.991 -0.669
4 C 1.814 1.650 -0.306
5 C 1.058 3.280 -2.146
6 B -0.368 3.732 -2.607
7 C -1.574 4.189 -1.734
8 C -2.132 3.066 -0.815
9 C -1.874 1.643 -1.300
10 C -2.776 0.655 -0.541
11 N -2.198 -0.691 -0.354
12 C -1.848 -1.335 -1.556
13 C -0.389 -1.638 -1.809
14 O -2.698 -1.631 -2.361
15 O -0.558 3.737 -4.039
16 C -0.701 2.578 -4.582
17 N -0.846 1.549 -5.072
18 H 1.406 1.290 0.631
19 H 1.720 0.924 -1.110
20 H 2.887 1.800 -0.160
21 H 1.313 2.387 -2.723
22 H 1.784 4.040 -2.452
23 H -2.367 4.537 -2.396
24 H -1.290 5.040 -1.114
25 H -1.747 3.204 0.193
26 H -3.213 3.208 -0.754
27 H -0.837 1.379 -1.082
28 H -2.088 1.543 -2.365
29 H -3.040 1.057 0.435
30 H -3.702 0.513 -1.095
31 H -1.379 -0.601 0.237
32 H -0.215 -2.710 -1.806
33 H -0.136 -1.217 -2.779
34 H 0.246 -1.161 -1.063
35 C -0.870 -5.025 1.136
36 C -2.254 -4.787 1.721
37 C -3.329 -4.822 0.645
38 O -2.291 -3.545 2.421
39 H -0.628 -4.241 0.412
40 H -0.113 -4.998 1.920
41 H -0.812 -5.989 0.628
42 H -2.465 -5.549 2.473
43 H -3.156 -4.032 -0.092
44 H -4.312 -4.653 1.083
45 H -3.339 -5.781 0.125
46 H -2.125 -2.845 1.780
47 C 4.910 0.120 3.858
48 C 4.055 0.373 2.626
49 C 2.826 -0.521 2.599
50 O 4.825 0.196 1.436
51 H 5.270 -0.913 3.864
52 H 5.782 0.774 3.858
53 H 4.346 0.291 4.775
54 H 3.742 1.418 2.611
55 H 3.112 -1.576 2.566
56 H 2.235 -0.321 1.708
57 H 2.199 -0.365 3.478
58 H 5.123 -0.720 1.412